[1]
A cluster of 7 separate species, C4H20N2O8 in total at a distorted geometry. Source: OMol25; level of theory: the ωB97M-V functional and the def2-TZVPD basis.

Values from the calculation:
SMILES string = C[C@H](N)C(=O)NC=O.O.O.O.O.O.O
HOMO level = -9.69 eV
spin multiplicity = 1
energy above the lowest of the compared OMol25 structures with the same formula, charge and spin = 0.0000 eV
E_LUMO = 0.21 eV
HOMO-LUMO gap = 9.900 eV

CARTESIAN COORDINATES (ANGSTROEM)
1 O 0.51199 2.52246 1.96304
2 C -0.12388 1.49890 1.78604
3 N -1.50867 1.60871 1.89256
4 C -2.47793 0.71603 1.39892
5 O -3.63925 1.05435 1.47691
6 C 0.52278 0.10115 1.72034
7 C 1.23444 -0.11463 3.07382
8 N 1.36439 -0.06109 0.56465
9 H -1.89648 2.46664 2.22005
10 H -2.13145 -0.23562 1.00168
11 H -0.34959 -0.53950 1.64826
12 H 0.54954 -0.59961 3.76141
13 H 2.07145 -0.79485 2.91395
14 H 1.60596 0.84475 3.42086
15 H 0.88418 0.16278 -0.28784
16 H 2.22856 0.44267 0.57031
17 H 1.49132 -2.20528 -0.27013
18 H 0.69369 -2.91087 0.79355
19 O 0.94850 -3.03265 -0.11671
20 H -1.01861 1.75715 -1.31354
21 H -2.33310 1.02800 -1.57003
22 O -1.54413 1.01008 -0.99018
23 H -0.37816 -1.93073 -2.53217
24 H -0.73955 -0.55396 -1.93576
25 O -0.34431 -0.97126 -2.68735
26 H -0.37016 -3.94804 -1.33536
27 H -1.57485 -3.13088 -1.69270
28 O -0.88217 -3.66572 -2.12300
29 H 0.72930 2.34327 -2.36107
30 H 0.92501 3.48053 -1.31462
31 O 0.29759 2.84033 -1.69277
32 H 2.37967 0.16858 -3.06564
33 H 1.05437 0.01018 -2.49875
34 O 1.81952 0.63812 -2.41874

Force components x, y, z for each atom (eV/Å):
0.3 -0.6 -0.5
-0.1 1.4 1.2
0.1 -2.4 -0.8
-0.5 1.7 1.0
0.4 -0.7 -0.3
-0.8 1.1 0.2
0.0 -0.3 -1.0
0.0 -1.1 -0.1
0.0 0.7 0.0
0.0 -0.1 0.0
0.3 -0.8 -0.2
0.0 0.3 0.3
0.0 0.0 0.0
0.0 -0.1 0.3
-0.1 0.2 -0.3
0.3 0.5 0.3
-0.8 -1.0 0.2
-0.1 -0.1 0.6
1.0 1.1 -0.5
0.5 0.5 0.2
0.5 -0.1 0.6
-0.9 -0.4 -0.9
0.2 -0.2 -0.1
-0.8 0.6 0.9
0.5 -0.4 -0.9
0.1 0.3 -0.6
0.1 -0.5 -0.4
-0.4 0.2 0.9
1.3 -0.8 -1.0
-0.4 -0.6 -0.3
-0.8 1.4 1.2
0.2 0.7 0.4
0.0 0.4 0.2
0.0 -1.1 -0.9

These are the natural (NBO) partial charges, in e, on atoms 1 to 6: -0.595, 0.688, -0.661, 0.560, -0.578, -0.131

[2]
A structure of composition C3H3LuO3 at a distorted geometry. Source: OMol25; level of theory: the ωB97M-V functional and the def2-TZVPD basis.

Values from the calculation:
HOMO level (alpha / beta) = -12.75 / -11.17 eV
spin multiplicity = 2
energy above the lowest of the compared OMol25 structures with the same formula, charge and spin = 5.2145 eV
charge = +1
E_LUMO (alpha / beta) = -5.16 / -8.15 eV
HOMO-LUMO gap (alpha / beta) = 7.599 / 3.019 eV

CARTESIAN COORDINATES (ANGSTROEM)
1 H 0.18534 -0.13783 0.76830
2 O 1.74911 1.72588 0.89654
3 C 0.55850 1.77327 1.00162
4 O -0.26909 0.69907 0.93306
5 O -0.23042 2.81208 1.18088
6 Lu -2.34439 1.87698 1.55664
7 H 0.25490 3.87154 1.12515
8 C 1.11547 5.51269 1.59727
9 C 0.70142 5.55665 0.42703
10 H 1.58316 5.59551 2.56769

Force components x, y, z for each atom (eV/Å):
0.3 -0.1 0.0
-1.8 0.1 0.2
3.7 0.1 -0.6
-1.6 -0.3 0.3
-1.1 1.5 0.4
1.2 0.4 -0.4
0.1 -0.2 -0.1
-0.7 -0.4 -0.7
0.0 -0.9 1.3
0.0 0.0 -0.4

These are the natural (NBO) partial charges, in e, on atoms 1 to 6: 0.564, -0.493, 0.972, -0.819, -0.901, 1.413

Sequential electronic energy output: -23833.840; -42908.111 eV